Formula: C15H28F18K4O15P3
Source: the Open Molecules 2025 dataset
Level of theory: ωB97M-V/def2-TZVPD

Geometry as XYZ:
```
83
Properties=species:S:1:pos:R:3:lowdin_charge:R:1
K 2.61955 -9.06820 -19.22635 0.91
K 7.69667 -6.73333 -18.79076 0.94
K 3.39497 -3.88794 -17.71121 0.95
K 0.88599 -7.47006 -14.22226 0.91
P -0.83496 -9.39217 -16.81888 0.13
F -1.72680 -8.66559 -17.95213 -0.13
F -2.13059 -10.12271 -16.29086 -0.11
F -0.35342 -10.66818 -17.66441 -0.12
F -0.01918 -9.92764 -15.51806 -0.21
F 0.54954 -8.63903 -17.10944 -0.22
F -1.23122 -8.10414 -15.85815 -0.25
P 4.26626 -7.23484 -16.33397 0.22
F 4.80186 -8.04273 -14.97161 -0.14
F 5.75746 -6.87973 -16.89204 -0.21
F 4.46518 -8.65824 -17.06307 -0.21
F 3.77392 -6.57553 -17.72133 -0.22
F 2.76832 -7.86554 -16.10214 -0.23
F 4.08625 -5.85674 -15.56662 -0.13
P 6.14817 -3.54163 -19.96589 0.17
F 6.06373 -2.69532 -18.53077 -0.22
F 5.39722 -4.79276 -19.19047 -0.29
F 4.67548 -3.00476 -20.32901 -0.17
F 6.11601 -4.44385 -21.29112 -0.12
F 6.76522 -2.17393 -20.59665 -0.13
F 7.59216 -4.01691 -19.46979 -0.18
C 6.89505 -3.77580 -13.77304 -0.10
C 6.40620 -2.32655 -13.45398 -0.09
O 6.99433 -2.11154 -12.16158 0.05
C 7.20161 -3.30986 -11.55998 -0.56
O 7.68294 -3.39747 -10.46019 0.17
O 7.05736 -4.29605 -12.46150 0.05
H 7.87524 -3.81692 -14.24818 0.13
H 6.16766 -4.29582 -14.39576 0.11
H 5.31953 -2.26323 -13.39309 0.12
H 6.81688 -1.48638 -14.01306 0.14
C 3.17188 -14.98242 -16.53647 -0.03
O 2.90187 -13.92171 -17.45822 -0.03
C 3.25029 -12.56509 -17.40782 -0.50
O 2.99001 -11.74972 -18.24420 0.09
O 3.62381 -12.42366 -16.11554 -0.01
C 3.77410 -11.15379 -15.66482 -0.09
H 4.16618 -15.39677 -16.70302 0.09
H 2.38903 -15.70742 -16.75511 0.10
H 3.13662 -14.59503 -15.51852 0.09
H 4.66060 -10.66774 -16.07033 0.08
H 3.84159 -11.20860 -14.57727 0.10
H 2.89693 -10.50666 -15.62141 0.10
C 10.27369 -12.22500 -18.18540 0.00
O 10.14312 -10.81914 -17.95301 0.05
C 8.98662 -10.22747 -17.93511 -0.58
O 8.86584 -9.01936 -17.98242 0.01
O 7.96196 -11.09941 -17.97913 -0.02
C 6.67257 -10.69088 -18.31426 -0.03
H 11.21992 -12.39764 -17.67306 0.11
H 10.57424 -12.34245 -19.22697 0.10
H 9.44642 -12.89717 -17.96430 0.10
H 6.55532 -10.79877 -19.39374 0.11
H 6.54615 -9.61840 -18.16716 0.07
H 5.91592 -11.33591 -17.86949 0.09
C 7.71047 -8.82523 -13.76877 -0.05
O 8.04405 -9.95232 -14.51131 -0.01
C 7.49689 -11.17094 -14.21967 -0.50
O 6.86499 -11.46384 -13.21343 0.12
O 7.84353 -12.05758 -15.19934 -0.03
C 7.33553 -13.36390 -15.17754 -0.05
H 6.69364 -8.83201 -13.37646 0.08
H 7.84372 -7.99483 -14.46169 0.10
H 8.37844 -8.71805 -12.91391 0.11
H 7.39924 -13.79786 -16.17483 0.09
H 6.35184 -13.55030 -14.74653 0.09
H 8.01435 -13.89521 -14.50941 0.10
C 3.81091 -5.31565 -11.78253 -0.03
O 4.45482 -6.44277 -11.23000 0.03
C 3.96665 -7.64114 -11.48133 -0.59
O 2.87434 -7.81157 -12.01919 0.03
O 4.83648 -8.58746 -11.20455 0.03
C 4.41771 -9.93278 -11.29572 -0.01
H 3.83186 -5.32347 -12.87192 0.09
H 4.22073 -4.40954 -11.33702 0.10
H 2.81247 -5.29806 -11.34413 0.10
H 3.33759 -9.91428 -11.15297 0.10
H 5.03209 -10.50654 -10.60321 0.11
H 4.61735 -10.32310 -12.29394 0.07
```

- F_max (eV/Å) = 5.45
- gap between HOMO and LUMO (eV) = 9.6
- charge = +1
- electronic energy (a.u.) = -6939.04153

---

Formula: C26H53ClO2P2PdSi2
Source: the Open Molecules 2025 dataset
Level of theory: ωB97M-V/def2-TZVPD

Geometry as XYZ:
```
87
Properties=species:S:1:pos:R:3:lowdin_charge:R:1
Pd 0.13526 -0.02234 -0.20291 0.68
C 1.87529 -0.15230 -1.72681 -0.20
C 1.13360 -1.35098 -1.92247 -0.33
C -0.13613 -0.93228 -2.44077 -0.16
Si 1.84766 -2.98591 -1.35675 0.49
C -0.14026 0.48390 -2.56253 -0.16
C 1.12578 0.99170 -2.12213 -0.33
Si 1.83413 2.70040 -1.84452 0.49
H 2.86213 -0.11211 -1.30677 0.07
H -0.96013 -1.58677 -2.68227 0.09
H -0.96754 1.08311 -2.91413 0.09
Cl -3.28499 0.21150 2.22109 0.66
C 3.68863 2.58976 -1.69255 -0.16
C 1.31154 3.79576 -3.25366 -0.17
C 3.70222 -2.85812 -1.22206 -0.16
C 1.33276 -4.31242 -2.55401 -0.17
H 1.96161 3.50621 -4.09247 0.04
H 1.49008 4.85376 -3.01489 0.04
H 0.26466 3.65284 -3.54987 0.03
H 3.95572 1.89644 -0.87596 0.03
H 4.11898 3.58527 -1.49933 0.04
H 4.07614 2.20409 -2.64877 0.04
H 1.95866 -4.14817 -3.44372 0.04
H 0.27678 -4.25378 -2.84619 0.03
H 1.55108 -5.30947 -2.14570 0.04
H 4.09266 -2.63574 -2.22754 0.04
H 4.12880 -3.80961 -0.86730 0.04
H 3.96938 -2.04160 -0.52839 0.02
C 1.09489 3.16695 -0.18732 -0.39
C 1.10632 -3.15599 0.35821 -0.39
P -0.56094 2.40847 0.10776 1.01
H 1.05574 4.26350 -0.09017 0.04
H 1.77157 2.79598 0.60905 0.06
P -0.54296 -2.35136 0.51771 1.01
H 1.79222 -2.65684 1.07283 0.06
H 1.06255 -4.21926 0.64276 0.04
C -1.10017 -2.86135 2.22307 -0.54
C -1.57534 -3.42461 -0.65322 -0.53
C -1.58555 3.26315 -1.23697 -0.53
C -1.11123 3.22025 1.69725 -0.54
C -0.96158 2.24417 2.84290 -0.16
H -2.17656 3.43307 1.51234 0.10
C -0.37563 4.51366 2.00468 -0.13
H 0.69915 4.33116 2.13952 0.08
H -0.76547 4.90846 2.95186 0.08
H -0.51329 5.29565 1.24831 0.06
H -1.81456 1.56607 2.83914 -0.05
H -0.99235 2.77107 3.79528 0.08
H -0.05608 1.63665 2.76299 0.05
H -1.12754 2.93497 -2.18563 0.05
C -1.51670 4.79717 -1.15400 -0.11
C -3.05291 2.80473 -1.23946 -0.13
H -0.49321 5.18400 -1.27631 0.06
H -1.94680 5.17075 -0.20784 0.07
H -2.11868 5.20808 -1.98236 0.08
H -3.15240 1.75875 -1.55941 0.06
H -3.62005 3.40600 -1.96555 0.08
H -3.52438 2.93370 -0.25144 0.08
H -1.11621 -3.27121 -1.64421 0.05
C -3.03944 -2.96517 -0.73589 -0.13
C -1.51419 -4.92024 -0.30365 -0.11
H -0.49298 -5.32797 -0.35641 0.06
H -2.11812 -5.46412 -1.04952 0.08
H -1.94692 -5.12196 0.69212 0.07
H -3.13362 -1.99182 -1.23629 0.06
H -3.51052 -2.91643 0.25937 0.08
H -3.61082 -3.68257 -1.34309 0.08
C -0.94599 -1.69667 3.17849 -0.15
C -0.37503 -4.08598 2.75654 -0.13
H -2.16775 -3.09428 2.07712 0.10
H 0.70179 -3.89187 2.85806 0.08
H -0.52010 -4.98761 2.14912 0.06
H -0.76953 -4.30298 3.75776 0.08
H -0.02081 -1.13730 3.01421 0.06
H -1.01003 -2.04559 4.20865 0.08
H -1.77808 -1.00654 3.03199 -0.05
C -3.56031 0.04760 0.50067 -0.48
H -4.59161 0.02963 0.17502 0.06
H -3.03598 -0.86138 0.22037 -0.04
H -3.01387 0.86957 0.04742 -0.04
C 3.19577 0.26331 3.12606 -0.04
C 2.55696 0.12805 1.77073 -0.75
O 3.31226 -0.03007 0.77992 0.12
O 1.26028 0.18690 1.74924 -0.24
H 3.83990 -0.60810 3.27380 0.06
H 2.46115 0.34839 3.93377 0.09
H 3.84123 1.14632 3.09601 0.06
```

- expectation value of S² = 6.018
- F_max (eV/Å) = 6.51
- gap between HOMO and LUMO (spin up / spin down) (eV) = 3.8 / 6.4
- multiplicity = 5
- electronic energy (a.u.) = -3022.57093

---

> F_max of number 1 (C15H28F18K4O15P3)?

5.45 eV/Å

---

> Which value of electronic energy does entry 1 give?

-6939.04153 a.u.

---

> Among the records above, which one has the lowest electronic energy?

C15H28F18K4O15P3

---

> What is the formula in the second record?

C26H53ClO2P2PdSi2